C23H28Cl4CoN3O5 as an isolated structure at a distorted geometry, computed with the ωB97M-V functional and the def2-TZVPD basis.

E_tot = -126729.071 eV
Gap between HOMO and LUMO = 7.07 eV
HOMO = -7.125 eV
Spin multiplicity = 1

Geometry (Å):
Co 0.25749 -0.10935 0.20380
C -0.90019 3.91334 2.27479
N -1.53735 3.48470 1.03501
C -2.37160 4.48137 0.38212
C -1.14526 2.34811 0.44628
O -0.28818 1.62897 0.96868
C -1.77106 1.97331 -0.89056
O -1.38312 0.68378 -1.28973
C -2.37368 -0.31952 -1.33800
C -2.39303 -1.10525 -0.03337
O -1.69405 -0.71895 0.91318
N -3.21282 -2.14958 0.03749
C -3.30037 -2.94774 1.25419
C -4.01051 -2.58905 -1.10248
H -1.66721 4.27490 2.95899
H -0.19001 4.71961 2.07930
H -0.37699 3.07682 2.72329
H -3.04303 4.91721 1.12057
H -2.97675 4.04921 -0.40794
H -1.76024 5.28037 -0.04388
H -1.40988 2.68415 -1.63921
H -2.85827 2.05888 -0.83616
H -2.11376 -0.98420 -2.16129
H -3.35965 0.11180 -1.53844
H -2.76620 -2.44322 2.05101
H -2.85380 -3.92790 1.08290
H -4.34669 -3.06796 1.53749
H -3.41781 -2.62752 -2.01499
H -4.88446 -1.95245 -1.25592
H -4.35588 -3.59969 -0.90150
Cl 1.26821 -3.16749 -5.54104
C 1.37871 -2.07650 -4.20528
C 2.19308 -0.95159 -4.27190
Cl 3.12562 -0.63586 -5.69022
C 2.25361 -0.05919 -3.19442
Cl 3.21699 1.37315 -3.25223
C 1.49348 -0.28966 -2.05783
O 1.42862 0.53347 -1.01884
C 0.71166 -1.44849 -1.97507
O 0.03732 -1.60127 -0.83443
C 0.63488 -2.31802 -3.04626
Cl -0.43848 -3.67693 -2.90557
C 0.17450 -3.35098 2.32895
N 1.42656 -3.87843 1.83886
C 2.24708 -4.39009 2.91507
C 2.11787 -2.95623 0.93211
C 2.44635 -1.59865 1.53148
C 3.58897 -1.55574 2.33901
C 3.99328 -0.41097 3.00006
C 3.25507 0.74709 2.84746
C 2.13183 0.74668 2.03092
C 1.70494 -0.41426 1.38381
H -0.40601 -4.15492 2.79048
H -0.39049 -2.94520 1.49219
H 0.29454 -2.54665 3.07531
H 1.68949 -5.15927 3.45366
H 2.54720 -3.62548 3.65004
H 3.15025 -4.84892 2.50813
H 1.51508 -2.84954 0.03978
H 3.05676 -3.43694 0.64880
H 4.18544 -2.45720 2.42922
H 4.88644 -0.42009 3.61245
H 3.56485 1.66412 3.33496
H 1.60864 1.67627 1.88561

natural (NBO) atomic charge list, values in e, 8 entries: number 1, Co, carries 1.20; number 2, C, carries -0.42; number 3, N, carries -0.39; number 4, C, carries -0.41; number 5, C, carries 0.70; number 6, O, carries -0.64; number 7, C, carries -0.15; number 8, O, carries -0.52